77
Properties=species:S:1:pos:R:3 method="wB97M-V/def2-TZVPD" homo_energy_ev="-10.914 / -11.145" multiplicity=3 e_tot_ha=-3384.3333 charge=+1 orbital_gap_ev="6.27 / 6.67"
Mo 0.199 -0.661 -0.989
O -5.094 -1.977 1.253
C -4.197 -2.014 2.226
O -4.497 -2.163 3.378
C -2.760 -1.847 1.841
C -1.696 -1.884 2.740
Cl -1.650 -2.216 4.391
N -0.556 -1.607 2.075
N -0.839 -1.373 0.775
C -2.150 -1.534 0.623
C -2.674 -1.252 -0.756
O -3.846 -1.433 -1.025
O -1.777 -0.801 -1.576
C 0.794 -1.598 2.563
C 1.218 -0.540 3.350
C 2.531 -0.522 3.790
C 3.394 -1.555 3.442
C 2.943 -2.619 2.674
C 1.629 -2.652 2.233
H -4.690 -1.835 0.360
H 0.522 0.240 3.624
H 2.879 0.293 4.411
H 4.418 -1.540 3.789
H 3.613 -3.427 2.418
H 1.257 -3.476 1.639
O 1.285 -0.454 -4.881
C 1.057 -1.183 -3.963
O 0.804 -0.638 -2.732
C 1.030 -2.665 -3.982
C 1.278 -3.224 -5.239
C 1.296 -4.592 -5.424
C 1.065 -5.422 -4.336
C 0.819 -4.883 -3.087
C 0.797 -3.503 -2.884
S 0.451 -3.080 -1.182
H 1.455 -2.549 -6.064
H 1.485 -5.006 -6.404
H 1.072 -6.497 -4.458
H 0.633 -5.539 -2.247
O 3.086 -1.426 -0.622
N 2.212 -0.417 -0.258
C 2.840 0.487 0.398
C 2.387 1.787 0.924
C 3.419 2.508 1.533
C 3.207 3.772 2.058
C 1.951 4.349 1.967
C 0.918 3.651 1.360
C 1.111 2.369 0.852
P -0.301 1.608 0.014
C -1.734 1.712 1.103
C -3.002 1.472 0.566
C -4.110 1.399 1.395
C -3.961 1.544 2.767
C -2.707 1.791 3.306
C -1.596 1.882 2.479
C -0.543 2.656 -1.446
C 0.443 2.586 -2.431
C 0.319 3.324 -3.593
C -0.787 4.144 -3.776
C -1.761 4.229 -2.792
C -1.645 3.486 -1.627
H 2.502 -2.169 -0.888
H 3.889 0.266 0.579
H 4.406 2.068 1.591
H 4.024 4.307 2.523
H 1.773 5.342 2.356
H -0.057 4.116 1.274
H -3.133 1.334 -0.501
H -5.085 1.205 0.967
H -4.823 1.464 3.415
H -2.591 1.918 4.374
H -0.627 2.093 2.911
H 1.313 1.947 -2.306
H 1.079 3.250 -4.359
H -0.889 4.717 -4.688
H -2.617 4.876 -2.929
H -2.405 3.579 -0.863